This record from the OMol25 dataset describes an isolated molecule of C2H7N5 in a non-equilibrium geometry. The level of theory is wB97M-V/def2-TZVPD.

Geometry as XYZ:
```
14
C2H7N5 (wB97M-V/def2-TZVPD)
C 0.607 1.373 0.144
C -0.657 0.904 0.098
N 1.808 0.651 -0.157
N -1.053 -0.306 -0.184
N 2.105 -0.648 -0.215
N -2.321 -0.624 -0.195
N 1.166 -1.512 0.192
H 0.839 2.466 -0.015
H -1.308 1.683 0.400
H 2.513 1.183 -0.736
H -2.844 0.069 0.479
H -2.394 -1.628 0.040
H 0.144 -1.138 0.162
H 1.396 -2.475 -0.012
```

- Charge: 0
- Kohn-Sham gap (spin up / spin down): 7.037 / 6.869 eV

Results of the Mulliken charge analysis, in e, for atoms 1 through 5: -0.613 0.086 0.174 -0.071 -0.548